Entry 1:
DFT (the ωB97M-V functional and the def2-TZVPD basis) results for a structure of composition C19H25N3SSiTi at a distorted geometry.

Calculated values
Total charge ... +2
Lowest unoccupied orbital energy ... -0.28435 Ha

Element x y z (Å)
C1 1.28720 -0.53634 0.64510
C2 1.55406 -0.90001 -0.71471
C3 1.41865 0.26771 -1.52747
H1 1.87697 -1.88438 -1.05795
C4 1.09036 1.37340 -0.68235
C5 1.00697 0.87210 0.67161
H2 0.88543 1.48805 1.56332
H3 1.35022 -1.18876 1.51385
H4 1.60001 0.33022 -2.60017
H5 1.04848 2.42427 -0.98061
Ti1 -0.67607 -0.01498 -0.50438
C6 -3.24252 -1.40399 -2.18402
H6 -2.94746 -0.61699 -2.88237
H7 -3.85355 -0.96510 -1.38119
H8 -3.85254 -2.12899 -2.75712
Si1 -1.72812 -2.41710 -1.42490
C7 -2.51029 -3.69974 -0.23326
C8 -1.64585 -4.46321 0.57529
H9 -0.56119 -4.40797 0.43131
C9 -2.14379 -5.27920 1.59672
H10 -1.45308 -5.85452 2.22469
C10 -3.52016 -5.34333 1.83188
H11 -3.90869 -5.95853 2.64664
C11 -4.39674 -4.61577 1.00708
H12 -5.47126 -4.66281 1.19826
C12 -3.89523 -3.83482 -0.04328
H13 -4.59538 -3.32974 -0.70766
C13 -0.69242 -3.13244 -2.81209
C14 -0.31604 -4.47299 -2.80501
H14 -0.83303 -5.17463 -2.15148
C15 0.73064 -4.90566 -3.62771
H15 1.05261 -5.94897 -3.58584
C16 1.38880 -4.00080 -4.47512
H16 2.23665 -4.32804 -5.07977
C17 0.97135 -2.66574 -4.52726
H17 1.50501 -1.93594 -5.15133
C18 -0.12911 -2.26077 -3.76065
H18 -0.51996 -1.24528 -3.88163
H19 -1.04701 -0.84047 -1.92503
H20 -0.66064 -2.11182 -0.36499
N1 -1.89442 0.22510 1.20987
N2 -1.40912 1.58522 1.29412
C19 -1.72846 2.41333 0.25368
N3 -1.85523 3.71168 0.54174
S1 -1.73712 1.89837 -1.38448
H21 -2.93149 0.23506 1.13684
H22 -1.66345 -0.31963 2.05134
H23 -1.48180 1.95344 2.25139
H24 -2.08613 4.35046 -0.20533
H25 -1.84635 4.06285 1.49670

These are the natural (NBO) partial charges, in e, on atoms 1 to 6:
1. C -0.287
2. C -0.180
3. C -0.251
4. H 0.291
5. C -0.275
6. C -0.291

Entry 2:
DFT (the ωB97M-V functional and the def2-TZVPD basis) results for a cluster of 2 separate species, C3H5ClN4 in total at a distorted geometry.

Calculated values
Relative energy (zero: lowest compared OMol25 entry of this formula, charge and spin) ... 792.67 kJ/mol
Total charge ... 0
Lowest unoccupied orbital energy (alpha / beta) ... -0.06507 / -0.06504 Ha

Element x y z (Å)
C1 -1.46951 0.27541 -0.59186
C2 -0.57124 1.10405 -0.00285
C3 -1.46157 -1.18872 -0.18708
N1 -0.09806 -1.64443 0.09520
N2 0.72494 -0.74843 0.30947
N3 0.58534 0.45558 0.52745
N4 2.79912 1.18034 0.04797
Cl1 3.17970 -0.39239 -0.14829
H1 -2.23842 0.80454 -0.99488
H2 -0.53292 2.13535 0.03494
H3 -2.03497 -1.42112 0.76449
H4 -1.77954 -1.78191 -0.93063
H5 2.89713 1.22174 1.07608

These are the natural (NBO) partial charges, in e, on atoms 1 to 6:
1. C -0.252
2. C -0.025
3. C -0.290
4. N -0.221
5. N 0.077
6. N -0.236

Entry 3:
DFT (the ωB97M-V functional and the def2-TZVPD basis) results for a cluster of 3 separate species, C3H9NO4 in total at a distorted geometry.

Calculated values
Relative energy (zero: lowest compared OMol25 entry of this formula, charge and spin) ... 285.90 kJ/mol
SMILES ... C=NO.O=CO.CO
Total charge ... 0
Lowest unoccupied orbital energy ... 0.02734 Ha

Element x y z (Å)
C1 -0.25168 -1.87770 1.63250
C2 0.53696 1.08403 0.86972
C3 -1.46873 0.73664 -1.83398
N1 1.27918 0.31382 0.20850
O1 -0.48384 -0.25718 -1.83583
O2 2.42519 0.78680 -0.31325
O3 -0.90955 -1.77273 0.63492
O4 1.04983 -1.99156 1.69297
H1 2.52613 1.75207 -0.17451
H2 1.44674 -1.84990 0.81132
H3 -0.66200 -0.87759 -1.11136
H4 -0.68720 -1.92244 2.64377
H5 -0.36570 0.68078 1.29508
H6 0.74389 2.15056 1.01968
H7 -2.47003 0.32114 -1.99426
H8 -1.47315 1.30484 -0.89323
H9 -1.23604 1.41843 -2.65204

These are the natural (NBO) partial charges, in e, on atoms 1 to 6:
1. C 0.661
2. C -0.188
3. C -0.240
4. N -0.092
5. O -0.737
6. O -0.520

Entry 4:
DFT (the ωB97M-V functional and the def2-TZVPD basis) results for the molecule CFP at a distorted geometry.

Calculated values
Relative energy (zero: lowest compared OMol25 entry of this formula, charge and spin) ... 104.07 kJ/mol
SMILES ... FC#P
Total charge ... 0
Lowest unoccupied orbital energy ... -0.02601 Ha

Element x y z (Å)
F1 0.71562 -0.83922 1.07282
P1 -0.74350 0.99639 -1.21518
C1 0.02788 -0.15718 0.14236

Here is what natural (NBO) gives for the atomic charges, in e:
1. F -0.316
2. P 0.185
3. C 0.131

Entry 5:
DFT (the ωB97M-V functional and the def2-TZVPD basis) results for a structure of composition C22H34AuN5O5P3S at a distorted geometry.

Calculated values
Relative energy (zero: lowest compared OMol25 entry of this formula, charge and spin) ... 204.00 kJ/mol
Total charge ... +1
Lowest unoccupied orbital energy (alpha / beta) ... -0.13916 / -0.13911 Ha

Element x y z (Å)
Au1 -0.36999 0.04676 0.05086
C1 -3.53665 -0.05514 -1.43511
P1 -2.25962 1.05768 -0.79508
C2 -3.17686 2.23277 0.23470
C3 -1.67173 2.00545 -2.23090
C4 -2.42413 3.08124 -2.69451
C5 -1.96105 3.87107 -3.73469
C6 -0.73858 3.58692 -4.32256
C7 0.00176 2.49622 -3.89281
C8 -0.45247 1.68594 -2.85887
P2 0.47391 0.20984 -2.31223
C9 -0.09364 -1.09263 -3.44149
C10 2.19845 0.48816 -2.77379
H1 -4.25849 0.52519 -2.01438
H2 -4.05974 -0.55060 -0.61674
H3 -3.10167 -0.81157 -2.08660
H4 -4.05834 2.62769 -0.27311
H5 -2.51719 3.05829 0.50289
H6 -3.50600 1.72824 1.14236
H7 -3.37099 3.33154 -2.23309
H8 -2.54566 4.71512 -4.07369
H9 -0.36122 4.21337 -5.11914
H10 0.94941 2.28535 -4.37065
H11 0.02271 -0.81229 -4.48981
H12 -1.14239 -1.32156 -3.25400
H13 0.48958 -1.99598 -3.25445
H14 2.31838 0.51716 -3.85862
H15 2.78740 -0.33966 -2.37701
H16 2.55426 1.41066 -2.31990
N1 -2.72831 -5.37722 -1.04378
C11 -1.82873 -5.70249 -0.07561
O1 -1.87109 -6.73739 0.55081
C12 -0.78279 -4.66896 0.24396
C13 0.41246 -5.09694 0.80953
C14 1.37262 -4.15493 1.13102
C15 1.09207 -2.81562 0.90769
N2 -0.07014 -2.39357 0.40257
C16 -0.98011 -3.31025 0.06487
H17 -3.38560 -6.09587 -1.30239
H18 -2.51174 -4.67668 -1.73020
H19 0.56058 -6.15405 0.98548
H20 2.32460 -4.44164 1.55413
H21 1.81830 -2.04463 1.14091
H22 -1.92066 -2.93464 -0.32367
O2 0.62148 2.08421 1.95004
S1 1.94184 1.75271 1.02689
O3 3.05704 2.11289 1.84175
O4 1.77753 0.25044 0.91856
O5 1.73203 2.42557 -0.21347
C17 -2.63972 0.39541 4.70584
N3 -1.73303 1.51554 4.82317
C18 -0.55461 1.11525 5.59640
N4 0.11985 -0.07778 5.08479
C19 -0.83320 -1.15822 4.96044
N5 -1.96973 -0.76717 4.11419
C20 -1.72030 -0.70850 2.75890
P3 -0.34311 0.85663 2.52834
C21 -1.38619 2.03045 3.49772
C22 0.79283 0.16038 3.80539
H23 -3.49866 0.66420 4.08902
H24 -2.99206 0.10415 5.69572
H25 -0.87932 0.90880 6.61721
H26 0.15531 1.94174 5.61949
H27 -1.23011 -1.41084 5.94412
H28 -0.35895 -2.04049 4.52984
H29 -2.55141 -0.36914 2.14475
H30 -1.17963 -1.55353 2.34963
H31 -2.30850 2.23447 2.95260
H32 -0.83766 2.96975 3.58371
H33 1.62800 0.85529 3.92525
H34 1.20250 -0.78132 3.43756

These are the Löwdin partial charges, in e, on atoms 1 to 6:
1. Au 0.601
2. C -0.230
3. P 0.774
4. C -0.244
5. C -0.363
6. C -0.081

Entry 6:
DFT (the ωB97M-V functional and the def2-TZVPD basis) results for the molecule CI2O at a distorted geometry.

Calculated values
Relative energy (zero: lowest compared OMol25 entry of this formula, charge and spin) ... 368.97 kJ/mol
Total charge ... 0
Lowest unoccupied orbital energy ... -0.07902 Ha

Element x y z (Å)
C1 -0.73235 0.29015 0.22501
O1 1.17750 -1.00539 1.61389
I1 -1.53147 0.75269 -1.58242
I2 1.08632 -0.03745 -0.25647

Here is what natural (NBO) gives for the atomic charges, in e:
1. C -0.459
2. O -0.813
3. I 0.226
4. I 1.045

| no. | calculated total energy (a.u.) |
| --- | --- |
| 1 | -2439.798878 |
| 2 | -796.253260 |
| 3 | -475.331965 |
| 4 | -479.140870 |
| 5 | -3066.474898 |
| 6 | -708.444121 |